Entry 1:
DFT (wB97M-V/def2-TZVPD) results for the molecule C5H8O.

Summary:
calculated total energy = -270.44978 a.u.
HOMO level = -8.002 eV
2S+1 = 1
charge = 0
maximum force = 0.5 eV/Å
HOMO-LUMO gap = 0.32848 hartree

Element x y z (Å)
C: 1.03140 0.45058 -0.07167
C: 0.94879 -1.06624 0.22072
C: -0.35448 -1.82973 0.02850
O: -1.43001 -1.09405 0.15669
C: -1.38266 0.35903 0.28746
C: -0.31175 0.87245 -0.65398
H: 1.23261 1.02127 0.84607
H: 1.84983 0.66976 -0.76626
H: 1.10997 -1.27691 1.29171
H: 1.73351 -1.62913 -0.29435
H: -0.46072 0.35633 -1.61162
H: -1.16434 0.60649 1.33630
H: -2.39355 0.69652 0.04912
H: -0.39670 1.94814 -0.83589

Atoms 1-2, force components in eV/Å:
C 0.0 0.0 0.0
C 0.0 -0.1 0.0


Entry 2:
DFT (wB97M-V/def2-TZVPD) results for a cluster of 2 separate species, C4H4O2 in total at a distorted geometry.

Summary:
calculated total energy = -305.24796 a.u.
HOMO level = -10.134 eV
2S+1 = 1
charge = 0
SMILES = O=C=O.C#CC
maximum force = 2.9 eV/Å
HOMO-LUMO gap = 0.39840 hartree

Element x y z (Å)
O: -1.50828 2.35404 -0.87276
C: -2.56046 1.97555 -1.11891
O: -3.68801 1.72363 -1.21762
C: -1.62735 -0.58721 -0.20463
C: -0.49113 -0.29390 -0.03941
C: 0.87132 0.01100 0.25611
H: -2.67051 -0.83566 -0.43774
H: 1.32640 -0.79045 0.70142
H: 1.15294 0.81761 0.91004
H: 1.34842 0.05093 -0.75010

Atoms 1-2, force components in eV/Å:
O 1.5 0.4 -0.4
C -1.4 0.6 0.9


Entry 3:
DFT (wB97M-V/def2-TZVPD) results for a structure of composition C4HCuO2 at a distorted geometry.

Summary:
calculated total energy = -1943.64495 a.u.
HOMO level (alpha / beta) = -6.437 / -8.785 eV
<S²> = 2.0397
2S+1 = 3
charge = 0
maximum force = 4.3 eV/Å
HOMO-LUMO gap (alpha / beta) = 0.14651 / 0.23088 hartree

Element x y z (Å)
O: -0.93785 1.21591 -0.12278
C: 2.35217 -0.24137 2.10022
C: 1.59273 -0.01638 1.09893
C: 0.88527 0.35163 0.02665
C: -0.29156 0.00195 -0.58455
O: -0.80767 -1.03256 -1.02599
Cu: -2.14664 -2.20000 -0.77409
H: -0.64646 1.92081 -0.71839

Atoms 1-2, force components in eV/Å:
O -3.1 -0.7 -2.2
C 0.5 -0.2 0.9


Entry 4:
DFT (wB97M-V/def2-TZVPD) results for a structure of composition C19H26BN7O2RuS2.

Summary:
calculated total energy = -2189.04369 a.u.
HOMO level (alpha / beta) = -13.023 / -13.567 eV
<S²> = 6.0363
2S+1 = 5
charge = +2
maximum force = 0.7 eV/Å
HOMO-LUMO gap (alpha / beta) = 0.27178 / 0.18892 hartree

Element x y z (Å)
Ru: -0.49683 -0.21059 -0.26713
C: 1.75140 -1.00299 3.40808
C: 0.79736 -0.59676 2.33800
N: 0.99479 -0.80174 1.08156
N: 2.16527 -1.37539 0.66596
C: 2.39592 -1.10002 -0.59399
N: 3.51356 -1.57465 -1.15039
S: 1.37869 -0.08935 -1.63770
C: -0.42240 0.19108 2.64370
C: -0.74992 0.55335 3.93724
C: -1.84468 1.37707 4.16043
C: -2.58178 1.82535 3.08044
C: -2.20486 1.42198 1.81181
N: -1.16153 0.61696 1.58679
H: 2.45369 -1.73255 3.01868
H: 1.22702 -1.42311 4.26609
H: 2.31820 -0.13627 3.75764
H: 4.16695 -2.09541 -0.58851
H: 3.74818 -1.35568 -2.10253
H: -0.14389 0.21005 4.76228
H: -2.10801 1.67129 5.16760
H: -3.43050 2.48152 3.20751
H: -2.75483 1.74546 0.93923
N: -2.22384 -2.08315 1.13900
N: -2.47353 -3.22570 0.38153
C: -2.13718 -3.28575 -0.91533
N: -2.48009 -4.40023 -1.55937
S: -1.30867 -2.06864 -1.76334
H: -1.70161 -2.33748 1.97167
H: -3.10084 -1.64487 1.40738
H: -2.98216 -3.99082 0.80511
H: -2.96478 -5.16372 -1.11478
H: -2.22359 -4.50207 -2.52751
C: -2.98322 3.49686 -7.30090
C: -3.62732 4.26104 -6.12611
C: -5.10552 3.84574 -5.98921
C: -3.56243 5.76090 -6.41876
C: -2.90237 3.86728 -4.85838
C: -2.20792 4.86343 -4.05464
C: -1.54157 4.57047 -2.89941
C: -1.55912 3.22614 -2.52454
O: -1.00295 2.66067 -1.47622
B: -1.26938 1.23044 -1.54238
O: -2.07448 1.03949 -2.70699
C: -2.23431 2.22413 -3.30596
C: -2.89889 2.52225 -4.45695
H: -3.51415 3.76177 -8.21561
H: -3.04920 2.41621 -7.17661
H: -1.93438 3.76798 -7.42684
H: -5.62474 4.11466 -6.90933
H: -5.59142 4.36494 -5.16219
H: -5.22260 2.77238 -5.84190
H: -4.11330 5.96067 -7.33719
H: -2.53983 6.10855 -6.57511
H: -4.02414 6.35678 -5.62940
H: -2.22092 5.88658 -4.39687
H: -1.02549 5.31849 -2.31541
H: -3.39479 1.75198 -5.02853

Atoms 1-2, force components in eV/Å:
Ru 0.1 -0.2 -0.6
C 0.0 0.0 0.0


Entry 5:
DFT (wB97M-V/def2-TZVPD) results for a structure of composition C26H26F5N3ReS.

Summary:
calculated total energy = -2145.79452 a.u.
HOMO level (alpha / beta) = -14.205 / -14.255 eV
<S²> = 0.8316
2S+1 = 2
charge = +2
maximum force = 0.8 eV/Å
HOMO-LUMO gap (alpha / beta) = 0.19803 / 0.21638 hartree

Element x y z (Å)
Re: 0.43339 1.23351 0.10227
C: -4.59362 -0.45190 2.97634
C: -3.46037 -1.10419 2.18502
C: -3.42477 -0.68652 0.73448
C: -4.40011 -1.20437 -0.12327
C: -4.41853 -0.91989 -1.47500
C: -3.42234 -0.12594 -2.03168
C: -2.43705 0.40212 -1.21735
C: -1.33634 1.24240 -1.81575
C: -1.27903 2.71542 -1.38261
C: -2.47295 0.15054 0.15674
N: -1.42905 0.80388 0.89264
C: -1.61222 1.31608 2.09073
C: -0.50029 1.93704 2.68615
C: -0.25468 2.59832 3.87367
C: 1.09058 3.03393 3.82645
C: 1.61593 2.63261 2.62258
N: 0.66439 1.95071 1.89905
H: -4.58087 -0.78106 4.01375
H: -5.56246 -0.71695 2.55484
H: -4.53907 0.63903 2.96535
H: -3.59489 -2.18749 2.20457
H: -2.49814 -0.92357 2.67114
H: -5.15260 -1.86156 0.29398
H: -5.19359 -1.33498 -2.10382
H: -3.41232 0.07092 -3.09580
H: -1.42315 1.19663 -2.90297
H: -0.32912 0.70759 -1.72076
H: -2.29072 3.12394 -1.37313
H: -0.65039 3.31874 -2.03064
H: -0.94114 2.92289 -0.33238
H: -2.57935 1.26563 2.57630
H: -0.95702 2.74847 4.67770
H: 1.61466 3.58073 4.59164
H: 2.60483 2.78706 2.22148
F: 4.04416 0.51602 -6.17231
C: 3.54109 0.91894 -5.03327
C: 3.19164 2.25351 -4.86295
F: 3.36239 3.10727 -5.85106
C: 2.65988 2.66164 -3.65415
F: 2.32111 3.93370 -3.50481
C: 2.45873 1.76693 -2.59292
S: 1.92608 2.42898 -1.07219
C: 2.82056 0.43434 -2.80478
F: 2.67484 -0.46359 -1.82500
C: 3.35626 0.00404 -3.99929
F: 3.69643 -1.26147 -4.16798
C: 3.74348 -2.86091 0.60405
C: 2.24250 -2.92910 0.92600
C: 2.00582 -3.25701 2.40861
C: 1.51894 -3.92775 0.00814
C: 1.66774 -1.60041 0.66575
N: 1.21308 -0.56702 0.44250
H: 4.15972 -3.85305 0.77475
H: 4.26070 -2.15621 1.25335
H: 3.91961 -2.58921 -0.43545
H: 2.43517 -4.23942 2.60125
H: 0.94337 -3.29601 2.64569
H: 2.49576 -2.53639 3.06163
H: 1.94593 -4.91276 0.19341
H: 1.66554 -3.68422 -1.04331
H: 0.45187 -3.97060 0.22264

Atoms 1-2, force components in eV/Å:
Re -0.3 -0.1 -0.7
C 0.0 0.0 0.0


Entry 6:
DFT (wB97M-V/def2-TZVPD) results for a cluster of 3 separate species, C26H63N3OSSi in total at a distorted geometry.

Summary:
calculated total energy = -1955.58388 a.u.
HOMO level = -7.927 eV
2S+1 = 1
charge = 0
SMILES = COCCCCCCCCCCCC[Si@@H](S)CN.CCN(CC)CC.CCN(CC)CC
maximum force = 1.2 eV/Å
HOMO-LUMO gap = 0.31588 hartree

Element x y z (Å)
C: -2.93968 1.98478 1.25523
O: -2.55834 0.62827 1.17690
C: -1.53786 0.33074 0.23103
C: -2.05577 -0.60592 -0.86781
C: -2.17240 -0.00419 -2.26162
C: -3.42005 0.85688 -2.48616
C: -3.48046 1.37525 -3.92757
C: -2.60515 2.60723 -4.25338
C: -3.39499 3.90448 -4.41545
C: -2.87653 4.80015 -5.53884
C: -1.40092 5.21560 -5.49217
C: -1.17748 6.62880 -4.91488
C: 0.21969 6.84722 -4.32896
C: 0.26977 7.78778 -3.11915
Si: -0.66649 7.22947 -1.57966
S: -0.96484 5.10724 -1.65088
C: 0.18593 7.73731 0.01373
N: -0.49768 7.08170 1.17375
H: -2.73984 2.52540 0.32658
H: -2.41667 2.50203 2.06548
H: -4.01103 2.04527 1.44662
H: -1.08613 1.23277 -0.18821
H: -0.74769 -0.18927 0.77840
H: -1.38637 -1.46601 -0.93117
H: -3.02414 -0.98168 -0.53546
H: -2.18914 -0.80759 -3.00061
H: -1.30188 0.61855 -2.49170
H: -3.43128 1.67424 -1.76139
H: -4.29652 0.22519 -2.33077
H: -3.09378 0.55808 -4.53976
H: -4.50968 1.58750 -4.20995
H: -1.84613 2.69988 -3.47197
H: -2.06201 2.41255 -5.18012
H: -3.43315 4.47127 -3.48228
H: -4.42625 3.65469 -4.67045
H: -3.04393 4.25412 -6.47178
H: -3.47844 5.70886 -5.61073
H: -1.05096 5.24925 -6.52664
H: -0.78223 4.47868 -4.98072
H: -1.32857 7.33151 -5.73342
H: -1.95922 6.81276 -4.17448
H: 0.83445 7.31037 -5.10630
H: 0.71354 5.90474 -4.09874
H: 1.31876 7.87793 -2.81266
H: -0.02925 8.79863 -3.40169
H: -2.02551 7.81879 -1.60147
H: 0.25537 4.73453 -2.04926
H: 0.12568 8.82203 0.12672
H: 1.22636 7.41661 0.03369
H: -0.53197 7.71947 1.95985
H: -1.46775 6.87569 0.95916
C: -2.17247 -2.24989 2.82320
C: -2.41125 -3.74039 2.63593
N: -1.36474 -4.38436 1.86232
C: -1.71446 -5.71500 1.40122
C: -1.95482 -6.80635 2.45137
C: -0.01718 -4.21937 2.37619
C: 0.26965 -4.67191 3.81373
H: -1.99993 -1.76455 1.86830
H: -3.04714 -1.78622 3.27913
H: -1.31981 -2.04954 3.47456
H: -3.34937 -3.87314 2.08985
H: -2.55947 -4.20825 3.62275
H: -0.93719 -6.05151 0.70925
H: -2.62201 -5.61834 0.79629
H: -1.02802 -7.13494 2.92029
H: -2.40142 -7.68132 1.97431
H: -2.63874 -6.47594 3.23359
H: 0.24342 -3.16001 2.29910
H: 0.67182 -4.72765 1.69602
H: -0.47917 -4.30101 4.51483
H: 1.23647 -4.27637 4.13378
H: 0.31829 -5.75626 3.90571
C: 3.78825 -3.26823 1.44841
C: 5.14295 -3.41731 2.12339
N: 5.04414 -3.96832 3.46174
C: 6.26035 -3.82742 4.24154
C: 7.51813 -4.56099 3.76102
C: 4.36409 -5.24843 3.56163
C: 4.90223 -6.41779 2.72766
H: 3.09899 -2.70952 2.08341
H: 3.89729 -2.72710 0.50766
H: 3.33825 -4.23504 1.21845
H: 5.59793 -2.42677 2.20800
H: 5.80479 -4.00647 1.46846
H: 6.04240 -4.12875 5.26965
H: 6.48809 -2.75777 4.29312
H: 7.45317 -5.63597 3.92439
H: 8.38569 -4.20315 4.31918
H: 7.71501 -4.38424 2.70319
H: 3.31602 -5.09503 3.29060
H: 4.34298 -5.53549 4.61577
H: 5.07275 -6.13332 1.68835
H: 4.17170 -7.22948 2.72534
H: 5.83099 -6.82071 3.12843

Atoms 1-2, force components in eV/Å:
C 0.0 0.2 0.0
O -0.1 0.3 -0.3


Entry 7:
DFT (wB97M-V/def2-TZVPD) results for the ion C6H10N4 with charge +2 at a distorted geometry.

Summary:
calculated total energy = -452.87472 a.u.
HOMO level (alpha / beta) = -17.491 / -16.394 eV
2S+1 = 1
charge = +2
maximum force = 3.2 eV/Å
HOMO-LUMO gap (alpha / beta) = 0.28782 / 0.23760 hartree

Element x y z (Å)
C: 1.35477 -0.51368 0.32267
C: -1.46042 -1.76801 2.03077
C: -0.71679 -1.75115 0.85940
C: 0.26229 1.21535 -0.49555
C: -1.10335 -2.82553 -0.10471
C: 0.99485 3.32215 -1.55105
N: 0.14089 -0.81574 0.59632
N: -2.10998 -1.91259 2.97457
N: 1.50079 0.66213 -0.27530
N: 0.04995 2.34840 -1.03966
H: 2.20533 -1.13216 0.60787
H: -1.80928 -2.43936 -0.84450
H: -1.58895 -3.65449 0.40702
H: -0.22088 -3.18152 -0.63742
H: 0.95950 4.21368 -0.91993
H: 0.70560 3.61113 -2.56116
H: 2.01039 2.93424 -1.56009
H: -2.66243 -2.05526 3.80317
H: 2.40715 1.08878 -0.48304
H: -0.91943 2.65363 -1.12938

Atoms 1-2, force components in eV/Å:
C 0.1 -0.1 0.0
C -1.5 0.1 2.8


Entry 8:
DFT (wB97M-V/def2-TZVPD) results for the molecule C7H8 at a distorted geometry.

Summary:
calculated total energy = -271.49122 a.u.
HOMO level = -8.736 eV
2S+1 = 1
charge = 0
SMILES = Cc1ccccc1
maximum force = 3.2 eV/Å
HOMO-LUMO gap = 0.35846 hartree

Element x y z (Å)
C: -1.96821 0.44063 0.85585
C: -0.58754 0.29762 0.27433
C: 0.49704 0.02180 1.08964
C: 1.55362 -0.74757 0.63972
C: 1.69584 -0.80668 -0.77947
C: 0.90649 0.02583 -1.59039
C: -0.39660 0.29360 -1.10936
H: -2.22976 1.50463 0.80424
H: -2.77973 0.03485 0.25197
H: -2.00135 0.20699 1.91760
H: 0.30646 0.30829 2.12727
H: 2.45399 -1.08012 1.13690
H: 2.65377 -1.12608 -1.18005
H: 1.08081 0.00025 -2.66223
H: -1.18483 0.62596 -1.77605

Atoms 1-2, force components in eV/Å:
C 0.1 2.1 -0.1
C -0.7 -0.7 -1.5


> Number 4 is which compound?

C19H26BN7O2RuS2